Entry from the OMol25 dataset: a cluster of 14 separate species, C69H166BN10O29 in total in a non-equilibrium geometry (ωB97M-V with the def2-TZVPD basis set).

Last columns: bonded neighbours and bond lengths (Å).
Geometry (Å):
1 O 0.986 3.066 1.000  C2 1.201
2 C 0.511 2.057 0.554  O1 1.201, O3 1.299, C6 1.545
3 O 1.085 1.207 -0.243  C2 1.299, B4 1.469
4 B 0.148 0.131 -0.590  O3 1.469, O5 1.500, O8 1.463, O12 1.463
5 O -1.156 0.525 0.037  B4 1.500, C6 1.327
6 C -0.966 1.641 0.728  C2 1.545, O5 1.327, O7 1.198
7 O -1.739 2.148 1.490  C6 1.198
8 O 0.570 -1.127 0.028  B4 1.463, C9 1.311
9 C 0.461 -2.076 -0.869  O8 1.311, O10 1.194, C11 1.545
10 O 0.570 -3.248 -0.664  C9 1.194
11 C 0.127 -1.419 -2.227  C9 1.545, O12 1.322, O13 1.194
12 O 0.038 -0.115 -2.028  B4 1.463, C11 1.322
13 O 0.051 -2.032 -3.249  C11 1.194
14 C -5.712 2.539 0.666  C15 1.517, H18 1.090, H19 1.102, H20 1.090
15 C -4.930 2.986 -0.554  C14 1.517, C16 1.510, O17 1.435, H21 1.091
16 C -4.266 4.326 -0.341  C15 1.510, H22 1.089, H23 1.092, H24 1.093
17 O -3.959 1.961 -0.809  C15 1.435, H25 0.963
18 H -6.256 1.607 0.515  C14 1.090
19 H -6.502 3.281 0.864  C14 1.102
20 H -5.187 2.609 1.619  C14 1.090
21 H -5.546 2.948 -1.454  C15 1.091
22 H -3.477 4.279 0.408  C16 1.089
23 H -4.999 5.091 -0.078  C16 1.092
24 H -3.903 4.620 -1.330  C16 1.093
25 H -3.276 1.921 -0.131  O17 0.963
26 C -3.831 -6.305 -2.593  C27 1.514, H30 1.095, H31 1.089, H32 1.091
27 C -3.586 -4.850 -2.254  C26 1.514, C28 1.509, O29 1.439, H33 1.099
28 C -2.129 -4.458 -2.224  C27 1.509, H34 1.090, H35 1.094, H36 1.090
29 O -4.271 -4.043 -3.228  C27 1.439, H37 0.984
30 H -3.428 -6.486 -3.595  C26 1.095
31 H -4.874 -6.613 -2.636  C26 1.089
32 H -3.237 -6.895 -1.894  C26 1.091
33 H -3.973 -4.618 -1.252  C27 1.099
34 H -1.521 -5.009 -1.507  C28 1.090
35 H -2.115 -3.423 -1.867  C28 1.094
36 H -1.722 -4.446 -3.236  C28 1.090
37 H -4.291 -3.136 -2.846  O29 0.984
38 C 3.405 1.296 2.133  C39 1.540, H42 1.089, H43 1.096, H44 1.093
39 C 3.733 0.278 1.025  C38 1.540, C40 1.507, O41 1.425, H45 1.100
40 C 4.035 0.872 -0.326  C39 1.507, H46 1.091, H47 1.092, H48 1.092
41 O 4.785 -0.581 1.458  C39 1.425, H49 0.961
42 H 2.976 0.834 3.021  C38 1.089
43 H 2.693 2.041 1.757  C38 1.096
44 H 4.291 1.899 2.345  C38 1.093
45 H 2.837 -0.350 0.910  C39 1.100
46 H 4.414 0.087 -0.981  C40 1.091
47 H 4.736 1.709 -0.301  C40 1.092
48 H 3.109 1.260 -0.756  C40 1.092
49 H 4.558 -0.947 2.317  O41 0.961
50 C 3.780 10.305 6.423  O51 1.394, H59 1.097, H60 1.100, H61 1.094
51 O 4.349 9.831 5.242  C50 1.394, C52 1.428
52 C 4.042 10.730 4.175  O51 1.428, C53 1.503, H62 1.094, H63 1.096
53 C 4.652 10.242 2.890  C52 1.503, N54 1.456, H64 1.098, H65 1.099
54 N 3.909 9.166 2.252  C53 1.456, C55 1.449, H66 1.012
55 C 4.576 8.505 1.148  N54 1.449, C56 1.503, H67 1.098, H68 1.096
56 C 3.782 7.282 0.780  C55 1.503, O57 1.417, H69 1.098, H70 1.097
57 O 3.861 6.307 1.806  C56 1.417, C58 1.408
58 C 2.956 5.257 1.559  O57 1.408, H71 1.097, H72 1.092, H73 1.090
59 H 2.690 10.389 6.342  C50 1.097
60 H 4.171 11.258 6.806  C50 1.100
61 H 3.965 9.645 7.275  C50 1.094
62 H 4.431 11.714 4.457  C52 1.094
63 H 2.972 10.884 3.995  C52 1.096
64 H 5.733 10.065 2.958  C53 1.098
65 H 4.610 11.078 2.179  C53 1.099
66 H 3.562 8.490 2.921  N54 1.012
67 H 5.635 8.267 1.318  C55 1.098
68 H 4.561 9.178 0.283  C55 1.096
69 H 4.151 6.839 -0.153  C56 1.098
70 H 2.733 7.536 0.583  C56 1.097
71 H 3.126 4.785 0.583  C58 1.097
72 H 1.911 5.573 1.607  C58 1.092
73 H 3.121 4.439 2.259  C58 1.090
74 C 1.240 -5.473 -3.249  O75 1.415, H83 1.095, H84 1.085, H85 1.096
75 O 2.515 -5.854 -3.728  C74 1.415, C76 1.400
76 C 2.443 -6.965 -4.577  O75 1.400, C77 1.513, H86 1.102, H87 1.102
77 C 3.752 -7.331 -5.240  C76 1.513, N78 1.462, H88 1.091, H89 1.102
78 N 4.869 -7.352 -4.296  C77 1.462, C79 1.466, H90 1.022
79 C 6.156 -7.522 -4.977  N78 1.466, C80 1.543, H91 1.093, H92 1.097
80 C 6.344 -8.829 -5.775  C79 1.543, O81 1.419, H93 1.095, H94 1.090
81 O 6.348 -9.892 -4.834  C80 1.419, C82 1.397
82 C 6.347 -11.122 -5.495  O81 1.397, H95 1.101, H96 1.096, H97 1.091
83 H 0.641 -5.093 -4.082  C74 1.095
84 H 1.384 -4.705 -2.496  C74 1.085
85 H 0.714 -6.311 -2.777  C74 1.096
86 H 1.666 -6.909 -5.357  C76 1.102
87 H 2.065 -7.822 -3.995  C76 1.102
88 H 3.971 -6.716 -6.114  C77 1.091
89 H 3.590 -8.328 -5.681  C77 1.102
90 H 4.830 -8.267 -3.842  N78 1.022
91 H 6.989 -7.392 -4.280  C79 1.093
92 H 6.354 -6.686 -5.659  C79 1.097
93 H 7.314 -8.671 -6.259  C80 1.095
94 H 5.539 -8.924 -6.503  C80 1.090
95 H 7.279 -11.348 -6.037  C82 1.101
96 H 5.578 -11.220 -6.270  C82 1.096
97 H 6.257 -11.974 -4.818  C82 1.091
98 C -4.513 0.458 3.210  O99 1.408, H107 1.095, H108 1.095, H109 1.087
99 O -4.166 -0.223 4.392  C98 1.408, C100 1.406
100 C -2.945 0.171 4.967  O99 1.406, C101 1.511, H110 1.098, H111 1.101
101 C -2.690 -0.621 6.228  C100 1.511, N102 1.456, H112 1.093, H113 1.102
102 N -1.478 -0.177 6.903  C101 1.456, C103 1.443, H114 1.014
103 C -1.437 -0.542 8.298  N102 1.443, C104 1.506, H115 1.105, H116 1.089
104 C -1.101 -1.990 8.539  C103 1.506, O105 1.423, H117 1.099, H118 1.092
105 O -1.006 -2.160 9.949  C104 1.423, C106 1.397
106 C -0.463 -3.381 10.356  O105 1.397, H119 1.099, H120 1.094, H121 1.090
107 H -3.876 0.189 2.360  C98 1.095
108 H -4.395 1.542 3.310  C98 1.095
109 H -5.564 0.279 2.996  C98 1.087
110 H -2.845 1.241 5.193  C100 1.098
111 H -2.141 -0.010 4.237  C100 1.101
112 H -2.680 -1.694 6.020  C101 1.093
113 H -3.561 -0.460 6.883  C101 1.102
114 H -1.240 0.781 6.671  N102 1.014
115 H -2.444 -0.454 8.743  C103 1.105
116 H -0.767 0.121 8.843  C103 1.089
117 H -0.076 -2.174 8.189  C104 1.099
118 H -1.834 -2.674 8.107  C104 1.092
119 H 0.566 -3.444 9.974  C106 1.099
120 H -1.047 -4.249 10.035  C106 1.094
121 H -0.371 -3.406 11.442  C106 1.090
122 C -0.064 3.041 7.567  O123 1.419, H131 1.092, H132 1.095, H133 1.093
123 O -0.317 2.456 6.300  C122 1.419, C124 1.428
124 C 0.782 2.566 5.396  O123 1.428, C125 1.510, H134 1.097, H135 1.098
125 C 0.474 1.702 4.197  C124 1.510, N126 1.456, H136 1.093, H137 1.096
126 N 0.829 0.310 4.430  C125 1.456, C127 1.460, H138 1.017
127 C 0.916 -0.418 3.168  N126 1.460, C128 1.512, H139 1.092, H140 1.098
128 C 1.096 -1.901 3.404  C127 1.512, O129 1.423, H141 1.092, H142 1.097
129 O -0.069 -2.506 3.954  C128 1.423, C130 1.407
130 C -1.128 -2.630 3.035  O129 1.407, H143 1.092, H144 1.096, H145 1.093
131 H 0.453 3.999 7.657  C122 1.092
132 H 0.436 2.277 8.171  C122 1.095
133 H -1.047 3.221 8.007  C122 1.093
134 H 1.662 2.234 5.962  C124 1.097
135 H 0.948 3.605 5.082  C124 1.098
136 H 1.131 2.142 3.441  C125 1.093
137 H -0.594 1.816 3.980  C125 1.096
138 H 0.180 -0.175 5.045  N126 1.017
139 H 1.798 -0.028 2.654  C127 1.092
140 H 0.033 -0.330 2.521  C127 1.098
141 H 1.918 -2.101 4.094  C128 1.092
142 H 1.383 -2.429 2.487  C128 1.097
143 H -1.923 -3.207 3.512  C130 1.092
144 H -0.825 -3.235 2.173  C130 1.096
145 H -1.572 -1.678 2.733  C130 1.093
146 C -3.040 7.226 -2.254  O147 1.401, H155 1.088, H156 1.098, H157 1.099
147 O -2.050 6.237 -2.192  C146 1.401, C148 1.408
148 C -1.094 6.501 -1.193  O147 1.408, C149 1.517, H158 1.101, H159 1.096
149 C 0.114 5.596 -1.335  C148 1.517, N150 1.456, H160 1.101, H161 1.094
150 N 0.871 5.903 -2.540  C149 1.456, C151 1.479, H162 1.017
151 C 2.208 5.271 -2.517  N150 1.479, C152 1.518, H163 1.088, H164 1.095
152 C 2.213 3.770 -2.744  C151 1.518, O153 1.408, H165 1.101, H166 1.098
153 O 1.459 3.502 -3.902  C152 1.408, C154 1.413
154 C 1.562 2.140 -4.264  O153 1.413, H167 1.090, H168 1.099, H169 1.094
155 H -3.866 6.971 -2.915  C146 1.088
156 H -2.634 8.193 -2.577  C146 1.098
157 H -3.408 7.393 -1.232  C146 1.099
158 H -1.549 6.297 -0.211  C148 1.101
159 H -0.783 7.550 -1.127  C148 1.096
160 H -0.221 4.548 -1.298  C149 1.101
161 H 0.665 5.642 -0.391  C149 1.094
162 H 0.399 5.456 -3.323  N150 1.017
163 H 2.628 5.576 -1.560  C151 1.088
164 H 2.731 5.723 -3.366  C151 1.095
165 H 1.826 3.257 -1.850  C152 1.101
166 H 3.251 3.422 -2.826  C152 1.098
167 H 0.907 1.981 -5.121  C154 1.090
168 H 1.148 1.530 -3.449  C154 1.099
169 H 2.556 1.734 -4.472  C154 1.094
170 C 3.882 -3.132 -0.764  O171 1.422, H179 1.096, H180 1.088, H181 1.096
171 O 3.721 -3.656 -2.077  C170 1.422, C172 1.402
172 C 3.595 -2.575 -2.961  O171 1.402, C173 1.526, H182 1.104, H183 1.101
173 C 3.431 -3.087 -4.388  C172 1.526, N174 1.487, H184 1.104, H185 1.087
174 N 4.537 -3.999 -4.782  C173 1.487, C175 1.480, H186 1.022
175 C 4.601 -4.077 -6.258  N174 1.480, C176 1.532, H187 1.094, H188 1.091
176 C 5.282 -2.905 -6.973  C175 1.532, O177 1.402, H189 1.100, H190 1.099
177 O 6.526 -2.608 -6.399  C176 1.402, C178 1.408
178 C 7.225 -1.620 -7.120  O177 1.408, H191 1.095, H192 1.096, H193 1.087
179 H 4.782 -2.516 -0.658  C170 1.096
180 H 3.973 -3.957 -0.063  C170 1.088
181 H 3.019 -2.502 -0.519  C170 1.096
182 H 4.527 -1.988 -2.894  C172 1.104
183 H 2.857 -1.778 -2.781  C172 1.101
184 H 3.607 -2.226 -5.057  C173 1.104
185 H 2.458 -3.457 -4.702  C173 1.087
186 H 5.385 -3.446 -4.640  N174 1.022
187 H 3.573 -4.094 -6.635  C175 1.094
188 H 5.111 -4.996 -6.546  C175 1.091
189 H 4.621 -2.026 -6.947  C176 1.100
190 H 5.359 -3.134 -8.045  C176 1.099
191 H 6.516 -0.832 -7.394  C178 1.095
192 H 7.639 -2.035 -8.047  C178 1.096
193 H 8.062 -1.188 -6.576  C178 1.087
194 C -6.587 5.421 3.180  O195 1.404, H203 1.093, H204 1.094, H205 1.093
195 O -5.199 5.279 3.019  C194 1.404, C196 1.427
196 C -4.584 4.576 4.098  O195 1.427, C197 1.514, H206 1.102, H207 1.094
197 C -3.187 4.199 3.653  C196 1.514, N198 1.459, H208 1.096, H209 1.094
198 N -2.321 5.359 3.833  C197 1.459, C199 1.464, H210 1.013
199 C -1.063 5.173 3.109  N198 1.464, C200 1.502, H211 1.098, H212 1.092
200 C -0.184 6.388 3.191  C199 1.502, O201 1.416, H213 1.099, H214 1.098
201 O -0.674 7.432 2.369  C200 1.416, C202 1.420
202 C 0.240 8.519 2.369  O201 1.420, H215 1.087, H216 1.096, H217 1.094
203 H -6.896 6.333 2.663  C194 1.093
204 H -6.890 5.596 4.217  C194 1.094
205 H -7.222 4.638 2.758  C194 1.093
206 H -5.167 3.648 4.216  C196 1.102
207 H -4.692 5.151 5.021  C196 1.094
208 H -3.185 3.845 2.616  C197 1.096
209 H -2.816 3.351 4.236  C197 1.094
210 H -2.771 6.216 3.535  N198 1.013
211 H -1.247 4.924 2.055  C199 1.098
212 H -0.553 4.319 3.560  C199 1.092
213 H 0.844 6.088 2.942  C200 1.099
214 H -0.038 6.722 4.227  C200 1.098
215 H -0.186 9.303 1.748  C202 1.087
216 H 1.180 8.171 1.926  C202 1.096
217 H 0.439 8.867 3.387  C202 1.094
218 C -4.050 -1.389 -0.680  O219 1.423, H227 1.093, H228 1.087, H229 1.094
219 O -4.960 -1.855 -1.670  C218 1.423, C220 1.427
220 C -6.267 -2.126 -1.165  O219 1.427, C221 1.517, H230 1.094, H231 1.094
221 C -7.161 -2.673 -2.262  C220 1.517, N222 1.450, H232 1.104, H233 1.092
222 N -7.195 -4.115 -2.409  C221 1.450, C223 1.441, H234 1.016
223 C -8.095 -4.523 -3.457  N222 1.441, C224 1.512, H235 1.106, H236 1.096
224 C -7.856 -5.910 -4.010  C223 1.512, O225 1.407, H237 1.098, H238 1.099
225 O -8.774 -6.184 -5.041  C224 1.407, C226 1.396
226 C -8.354 -7.163 -5.944  O225 1.396, H239 1.100, H240 1.091, H241 1.094
227 H -4.399 -0.539 -0.089  C218 1.093
228 H -3.159 -1.061 -1.209  C218 1.087
229 H -3.837 -2.191 0.033  C218 1.094
230 H -6.710 -1.172 -0.864  C220 1.094
231 H -6.192 -2.827 -0.328  C220 1.094
232 H -6.794 -2.224 -3.202  C221 1.104
233 H -8.162 -2.238 -2.208  C221 1.092
234 H -6.257 -4.420 -2.655  N222 1.016
235 H -8.026 -3.874 -4.349  C223 1.106
236 H -9.147 -4.395 -3.177  C223 1.096
237 H -7.891 -6.683 -3.231  C224 1.098
238 H -6.829 -5.944 -4.400  C224 1.099
239 H -7.614 -6.799 -6.671  C226 1.100
240 H -9.211 -7.406 -6.573  C226 1.091
241 H -7.915 -8.058 -5.496  C226 1.094
242 C -1.839 2.971 -3.183  C243 1.551, H248 1.090, H249 1.091, H250 1.091
243 C -2.711 2.139 -4.159  C242 1.551, C244 1.545, N247 1.463, H251 1.095
244 C -2.376 0.643 -3.966  C243 1.545, O245 1.428, H252 1.094, H253 1.089
245 O -2.987 -0.087 -5.030  C244 1.428, C246 1.403
246 C -2.470 -1.391 -5.021  O245 1.403, H254 1.093, H255 1.096, H256 1.095
247 N -4.131 2.443 -3.975  C243 1.463, H257 1.022, H258 1.024
248 H -1.995 2.584 -2.176  C242 1.090
249 H -2.183 4.001 -3.285  C242 1.091
250 H -0.782 2.919 -3.450  C242 1.091
251 H -2.448 2.404 -5.188  C243 1.095
252 H -2.824 0.331 -3.017  C244 1.094
253 H -1.295 0.571 -4.067  C244 1.089
254 H -2.993 -2.037 -5.732  C246 1.093
255 H -2.603 -1.862 -4.041  C246 1.096
256 H -1.418 -1.526 -5.291  C246 1.095
257 H -4.045 3.398 -3.622  N247 1.022
258 H -4.356 1.956 -3.103  N247 1.024
259 C 0.948 -5.831 2.131  C260 1.525, H265 1.098, H266 1.095, H267 1.092
260 C 2.246 -5.704 1.340  C259 1.525, C261 1.530, N264 1.473, H268 1.093
261 C 3.293 -6.663 1.909  C260 1.530, O262 1.409, H269 1.100, H270 1.094
262 O 4.553 -6.201 1.480  C261 1.409, C263 1.406
263 C 5.629 -6.849 2.112  O262 1.406, H271 1.099, H272 1.088, H273 1.094
264 N 1.960 -5.933 -0.087  C260 1.473, H274 1.015, H275 1.020
265 H 1.084 -5.548 3.183  C259 1.098
266 H 0.559 -6.854 2.089  C259 1.095
267 H 0.138 -5.181 1.794  C259 1.092
268 H 2.608 -4.678 1.450  C260 1.093
269 H 3.104 -7.639 1.436  C261 1.100
270 H 3.166 -6.781 2.989  C261 1.094
271 H 5.540 -6.801 3.206  C263 1.099
272 H 6.558 -6.323 1.906  C263 1.088
273 H 5.668 -7.909 1.842  C263 1.094
274 H 1.380 -5.154 -0.382  N264 1.015
275 H 1.291 -6.703 -0.060  N264 1.020

As for the charge: -1. For the HOMO energy, the calculation gives -6.478 eV. Its largest force on an atom is 2.4 eV/Å. Its total energy is -5482.845364 a.u. The calculation puts the LUMO energy at 1.92 eV.